Entry 1:
Below is 2 unconnected molecules or ions with the total composition C3H3Br2F at a distorted geometry, with properties calculated with ωB97M-V with the def2-TZVPD basis set.

As for the HOMO energy (spin up / spin down): -10.29 / -10.13 eV. Its calculated total energy is -5363.854740 a.u. The max |F| is 5.13 eV/Å. Its spin multiplicity is 1.

Last column: natural (NBO) charge in e.
Atoms and positions in Å:
C 0.51 1.26 0.52  -0.175
C 0.44 -0.06 0.29  -0.203
C -0.58 -0.91 -0.04  0.031
F -0.68 -0.62 -2.21  -0.598
Br 2.22 -0.85 0.08  0.058
Br -2.36 -0.51 0.48  0.170
H 1.33 1.81 0.88  0.223
H -0.27 1.87 0.31  0.207
H -0.62 -1.98 -0.31  0.287

Entry 2:
Below is a single C3H3Br2N molecule at a distorted geometry, with properties calculated with ωB97M-V with the def2-TZVPD basis set.

As for the HOMO energy: -10.94 eV. Its calculated total energy is -5318.876176 a.u. The max |F| is 4.06 eV/Å. Its spin multiplicity is 1. As for the SMILES: N#C[C@H](Br)CBr.

Last column: natural (NBO) charge in e.
Atoms and positions in Å:
C -0.44 -1.58 0.06  0.253
C 0.57 0.81 -0.34  -0.451
C -0.44 -0.03 0.39  -0.338
N -0.46 -2.67 -0.26  -0.292
Br 2.39 0.23 0.12  0.019
Br -2.27 0.61 0.01  0.062
H 0.47 0.75 -1.43  0.243
H 0.48 1.85 -0.02  0.244
H -0.31 0.03 1.47  0.260

Entry 3:
Below is a molecular structure, C3H3Br2N at a distorted geometry, with properties calculated with ωB97M-V with the def2-TZVPD basis set.

As for the HOMO energy: -10.44 eV. Its calculated total energy is -5318.867363 a.u. The max |F| is 2.46 eV/Å. Its spin multiplicity is 1.

Last column: natural (NBO) charge in e.
Atoms and positions in Å:
C 1.27 0.76 -0.18  0.263
C 0.60 -0.34 0.40  -0.549
C -0.84 -0.29 -0.19  -0.356
N 1.55 1.80 -0.57  -0.279
Br -1.60 1.50 0.06  0.057
Br -2.03 -1.68 0.17  0.111
H 1.14 -1.29 0.13  0.266
H 0.60 -0.13 1.44  0.262
H -0.70 -0.33 -1.26  0.224

Entry 4:
Below is a single C3H3Br2N3O molecule at a distorted geometry, with properties calculated with ωB97M-V with the def2-TZVPD basis set.

As for the HOMO energy (spin up / spin down): -8.97 / -8.99 eV. Its calculated total energy is -5503.428330 a.u. The max |F| is 3.30 eV/Å. Its spin multiplicity is 1.

Last column: natural (NBO) charge in e.
Atoms and positions in Å:
C 1.77 -0.06 -0.62  -0.201
C -0.47 -0.87 -0.17  0.531
C 1.19 1.29 -0.62  0.485
N -0.25 1.34 -0.58  -0.450
N -0.91 0.25 -0.32  -0.154
N -0.81 -2.06 0.34  -0.786
O 1.84 2.27 -0.93  -0.533
Br 2.78 -0.61 0.79  0.193
Br -2.91 0.77 0.81  -0.360
H -0.80 2.15 -0.34  0.436
H -0.05 -2.69 0.50  0.422
H -1.38 -1.77 1.13  0.418

Entry 5:
Below is a single C3H3Br2NO molecule at a distorted geometry, with properties calculated with ωB97M-V with the def2-TZVPD basis set.

As for the HOMO energy: -9.61 eV. Its calculated total energy is -5394.040949 a.u. The max |F| is 4.26 eV/Å. Its spin multiplicity is 1. As for the SMILES: O=C(Br)[C@H]1CN1Br.

Last column: natural (NBO) charge in e.
Atoms and positions in Å:
C -1.77 -1.08 0.80  0.448
C 0.13 0.29 -0.56  -0.236
C -0.64 -0.09 0.70  -0.224
N -0.68 1.28 0.23  -0.401
O -2.70 -1.11 0.09  -0.473
Br -1.76 -2.09 2.35  0.047
Br -2.37 1.70 -0.51  0.167
H 1.22 0.57 -0.46  0.216
H -0.06 0.02 -1.53  0.221
H 0.08 -0.10 1.64  0.235

Entry 6:
Below is 2 unconnected molecules or ions with the total composition C3H3Br3F2 at a distorted geometry, with properties calculated with ωB97M-V with the def2-TZVPD basis set.

As for the HOMO energy: -10.01 eV. Its calculated total energy is -8037.835209 a.u. The max |F| is 2.69 eV/Å. Its spin multiplicity is 1. As for the SMILES: C=C(Br)C(F)(F)Br.Br.

Last column: natural (NBO) charge in e.
Atoms and positions in Å:
C 0.39 0.41 1.57  -0.340
C -0.41 0.61 0.54  -0.244
C -1.07 -0.51 -0.30  0.721
F -0.52 -1.72 -0.09  -0.321
F -2.38 -0.57 -0.12  -0.311
Br -1.13 2.20 0.04  0.156
Br 2.64 0.09 -1.42  -0.239
Br -0.85 -0.27 -2.40  -0.112
H 0.63 -0.47 2.17  0.238
H 0.81 1.30 2.06  0.219
H 1.88 -1.09 -2.05  0.234

Entry 7:
Below is a single C3H3Br3O molecule at a distorted geometry, with properties calculated with ωB97M-V with the def2-TZVPD basis set.

As for the HOMO energy: -10.23 eV. Its calculated total energy is -7913.336617 a.u. The max |F| is 5.06 eV/Å. Its spin multiplicity is 1. As for the SMILES: O=C[C@@H](Br)C(Br)Br.

Last column: natural (NBO) charge in e.
Atoms and positions in Å:
C -1.14 -1.02 -0.22  0.404
C -0.45 0.32 -0.39  -0.388
C 1.11 0.30 0.50  -0.311
O -1.50 -1.69 -1.11  -0.471
Br -1.49 1.87 0.20  0.074
Br 1.83 2.12 0.45  0.072
Br 2.30 -1.08 -0.26  0.068
H -1.40 -1.37 0.90  0.111
H -0.13 0.45 -1.53  0.261
H 0.86 0.08 1.46  0.180

Entry 8:
Below is a molecular structure, C3H3Br3O at a distorted geometry, with properties calculated with ωB97M-V with the def2-TZVPD basis set.

As for the HOMO energy: -8.35 eV. Its calculated total energy is -7913.310732 a.u. The max |F| is 3.93 eV/Å. Its spin multiplicity is 1.

Last column: natural (NBO) charge in e.
Atoms and positions in Å:
C 0.44 -0.83 -0.31  0.785
C 1.52 0.08 -0.03  -0.779
C -1.55 0.26 0.11  -0.616
O 0.19 -1.92 -0.64  -0.428
Br -2.81 -1.17 0.30  0.099
Br -1.25 1.23 1.75  0.048
Br -1.93 1.45 -1.36  0.070
H 1.28 1.10 -0.31  0.278
H 2.42 -0.25 -0.55  0.258
H 1.69 0.05 1.04  0.285

Entry 9:
Below is a molecular structure, C3H3BrCl2O at a distorted geometry, with properties calculated with ωB97M-V with the def2-TZVPD basis set.

As for the HOMO energy: -8.21 eV. Its calculated total energy is -3685.525425 a.u. The max |F| is 3.06 eV/Å. Its spin multiplicity is 1.

Last column: natural (NBO) charge in e.
Atoms and positions in Å:
C -0.08 -0.29 1.31  0.246
C -1.64 -1.77 -0.67  -0.179
C 1.26 1.13 0.02  -0.298
O 0.91 -0.12 0.54  -0.472
Cl -0.86 1.10 2.01  -0.092
Cl -1.48 -0.86 -2.01  0.103
Br -2.22 -3.55 -0.98  0.079
H 0.45 1.85 0.04  0.205
H 1.61 1.10 -0.99  0.203
H 2.07 1.41 0.73  0.204

Entry 10:
Below is a single C3H3BrCl2O molecule at a distorted geometry, with properties calculated with ωB97M-V with the def2-TZVPD basis set.

As for the HOMO energy: -9.10 eV. Its calculated total energy is -3685.679931 a.u. The max |F| is 3.89 eV/Å. Its spin multiplicity is 1. As for the SMILES: CO/C(Cl)=C(/Cl)Br.

Last column: natural (NBO) charge in e.
Atoms and positions in Å:
C 0.02 0.75 0.08  0.217
C 1.10 1.52 0.34  -0.238
C -0.73 -1.60 -0.20  -0.246
O 0.23 -0.59 -0.47  -0.514
Cl -1.65 1.33 -0.07  0.009
Cl 0.92 3.17 0.58  0.086
Br 2.91 0.86 0.31  0.115
H -1.41 -1.20 0.44  0.182
H -0.19 -2.51 0.22  0.198
H -1.20 -1.74 -1.23  0.192

Energy relative to the best compared isomer or geometry (same formula, charge and spin) across the listed records, respectively: 276.2; 0.8; 24.0; 386.1; 177.1; 73.4; 50.9; 118.9; 570.1; 164.4 kJ/mol.